Entry from the OMol25 dataset: a cluster of 2 separate species, C4HN3O in total at a distorted geometry (the ωB97M-V functional and the def2-TZVPD basis).

E in a.u.: -392.34062
Highest occupied orbital energy (alpha / beta) in eV: -11.69 / -11.67
Charge: 0
Energy above the lowest of the compared OMol25 structures with the same formula, charge and spin in kJ/mol: 368.9

Structure (XYZ):
```
9
Properties=species:S:1:pos:R:3:forces:R:3:lowdin_charge:R:1
C 2.002350 1.323968 0.348699 0.197 0.661 -0.614 -0.1658
C 0.904662 -0.376710 1.544826 1.289 -0.606 -0.915 -0.1963
C 2.382596 -0.984422 -0.403371 0.805 0.277 0.626 -0.1410
C 1.714058 -0.050519 0.447051 -3.374 0.088 -2.930 -0.1772
N 2.022747 2.453366 0.154927 0.351 0.417 0.200 0.2452
N 0.322525 -0.737519 2.443200 -1.408 -0.572 2.067 0.2448
N 3.165383 -1.559385 -1.017396 -0.338 -0.215 -0.099 0.2407
O -0.056192 -0.032262 -0.871144 2.774 -0.605 1.296 -0.0659
H -0.546397 0.667011 -0.437509 -0.296 0.554 0.369 0.0155
```
Positions in Å, forces in eV/Å.



Entry from the OMol25 dataset: a structure of composition C27H28CeOP at a distorted geometry (the ωB97M-V functional and the def2-TZVPD basis).

E in a.u.: -1937.20543
Multiplicity: 2
Highest occupied orbital energy (alpha / beta) in eV: -5.13 / -5.16
Charge: 0

Structure (XYZ):
```
58
Properties=species:S:1:pos:R:3:forces:R:3:lowdin_charge:R:1
Ce 0.097847 0.707226 -1.586839 0.158 1.480 -0.985 0.9457
C 0.794315 -0.216262 5.850654 -0.003 -0.017 -0.035 -0.0856
C 1.574920 -1.008886 5.019975 -0.057 0.048 -0.113 -0.0820
C 1.355914 -0.995830 3.648232 0.075 -0.015 0.105 -0.0998
C 0.352190 -0.204057 3.090926 0.152 -0.100 0.175 -0.3876
C -0.425242 0.586208 3.933129 -0.045 0.074 0.146 -0.0880
C -0.203651 0.582507 5.305677 0.068 -0.049 -0.060 -0.0757
P 0.118025 -0.332369 1.292193 -0.303 -0.089 -0.017 1.0866
C -0.777245 1.244739 0.955281 0.208 0.066 0.580 -0.5093
C -2.076604 1.345185 0.485166 -0.243 -0.075 -0.182 -0.1080
C -2.636166 2.590941 0.191750 0.061 -0.098 -0.035 -0.0630
C -1.906069 3.745845 0.395618 0.069 0.037 0.043 -0.0725
C -0.592144 3.659342 0.858864 -0.041 0.133 -0.094 -0.0604
C -0.022041 2.430631 1.121812 -0.090 -0.253 -0.101 -0.1353
C -1.158510 -1.637217 1.121616 0.085 0.078 -0.244 -0.3072
C -1.823538 -2.129522 2.208427 -0.258 -0.269 0.250 -0.0746
C -2.740599 -3.203364 2.078340 0.185 0.218 0.042 -0.0736
C -2.955728 -3.761367 0.855535 0.058 0.007 -0.250 -0.0356
C -2.279777 -3.273898 -0.295568 -0.162 -0.243 -0.126 -0.1659
C -2.501089 -3.860308 -1.577021 -0.099 -0.027 0.241 -0.0478
C -1.863220 -3.379595 -2.676392 0.267 0.305 0.081 -0.0784
C -0.977152 -2.268154 -2.533898 -0.405 -0.553 -0.555 -0.1571
C -0.713082 -1.661944 -1.342215 -0.032 0.218 0.507 -0.2596
C -1.375097 -2.193612 -0.186115 0.049 0.021 0.104 -0.2107
H 0.966032 -0.222199 6.920151 -0.019 0.023 -0.028 0.1025
H 2.359926 -1.629966 5.432064 -0.021 0.005 0.016 0.1028
H 1.973919 -1.611122 3.003337 -0.022 0.018 -0.012 0.1030
H -1.211625 1.209077 3.523756 0.014 -0.020 -0.026 0.1103
H -0.811252 1.202085 5.953104 -0.013 -0.001 -0.031 0.1040
H -2.649639 0.442859 0.304551 -0.058 -0.014 0.065 0.1223
H -3.636405 2.639670 -0.216163 0.002 -0.005 0.020 0.1192
H -2.338049 4.711087 0.164357 0.028 -0.034 0.009 0.1116
H -0.008651 4.561550 0.996262 -0.018 -0.013 0.006 0.1120
H 1.000814 2.370913 1.478918 0.009 -0.014 0.044 0.1141
H -1.643369 -1.713130 3.192126 -0.026 -0.030 -0.014 0.0963
H -3.255403 -3.580972 2.952004 0.007 0.030 0.025 0.1008
H -3.648074 -4.588439 0.737277 0.022 0.015 0.020 0.1106
H -3.195722 -4.690396 -1.657812 0.026 0.028 0.029 0.1070
H -2.038170 -3.821885 -3.650142 0.015 0.012 0.006 0.0988
H -0.519735 -1.901808 -3.456382 -0.015 0.028 -0.019 0.0855
C 2.746660 -1.516751 -3.255087 0.000 -0.366 -0.057 -0.0464
C 2.966365 -0.045433 -3.475844 -0.029 0.296 0.139 -0.2565
O 2.705301 0.643385 -2.240680 0.021 0.219 -0.071 -0.3072
C 3.432321 1.885923 -2.103876 -0.171 -0.531 0.099 -0.2419
C 2.929703 2.966922 -3.019810 0.135 0.396 -0.360 -0.0680
H 2.812842 -2.055261 -4.202863 0.059 0.037 0.028 0.0911
H 1.765499 -1.745530 -2.832261 -0.040 0.127 0.013 0.0512
H 3.490261 -1.923690 -2.569111 0.008 0.038 -0.027 0.0907
H 2.319562 0.359344 -4.258856 -0.098 -0.030 -0.040 0.1267
H 3.995446 0.168757 -3.775147 0.064 -0.090 0.001 0.1257
H 4.487223 1.661777 -2.280985 0.056 0.053 -0.034 0.1219
H 3.336367 2.149263 -1.050845 -0.092 0.099 0.031 0.1224
H 3.097646 2.715353 -4.070221 0.101 -0.020 0.063 0.0815
H 3.478533 3.890790 -2.813107 -0.056 -0.050 -0.035 0.0871
H 1.861506 3.170177 -2.927065 -0.108 -0.111 0.226 0.0562
C -1.070566 2.272031 -2.788039 0.562 -1.098 0.557 -0.3601
H -1.348628 2.126995 -3.842268 -0.112 -0.051 -0.023 -0.1136
H -1.616903 3.132412 -2.386463 0.068 0.157 -0.094 -0.1159
```
Positions in Å, forces in eV/Å.



Entry from the OMol25 dataset: a cluster of 3 separate species, C13H26FIN2O13P2S in total at a distorted geometry (the ωB97M-V functional and the def2-TZVPD basis).

E in a.u.: -3077.06160
Highest occupied orbital energy in eV: -8.90
SMILES string: C[C@@]1(F)[C@@H](ON=O)S(=O)(=O)O[C@@H](I)[C@@]1(P(N)O)P(=O)(O)O.CCOC(C)=O.CCOC(C)=O
Charge: 0

Structure (XYZ):
```
59
Properties=species:S:1:pos:R:3:forces:R:3:lowdin_charge:R:1
C 0.505894 2.174128 3.678120 0.270 0.329 0.250 -0.0013
C 0.036417 2.967760 2.465410 -0.428 -0.371 -0.001 -0.4727
F -0.123266 4.300302 2.880019 0.138 0.193 -0.177 -0.0117
C 1.140725 3.047385 1.387602 0.832 -0.189 0.593 -0.2882
O 1.872501 1.855536 1.300309 -0.433 -0.477 -0.531 -0.1259
N 3.208039 2.128290 0.760926 0.252 0.152 -0.486 0.0358
O 3.583310 1.240479 0.129381 -0.173 0.147 0.602 0.1253
S 0.612849 3.607280 -0.249424 0.768 0.592 -0.820 0.6552
O 1.415127 2.970605 -1.241993 -0.175 -0.217 0.196 -0.2475
O 0.617571 5.033963 -0.207174 -0.527 -0.028 0.307 -0.2260
O -0.857736 3.037111 -0.418321 0.280 -0.111 0.491 -0.2887
C -1.699073 3.408671 0.709923 -0.221 0.031 0.004 -0.7567
I -3.694903 3.399778 -0.059037 0.123 0.136 -0.095 1.0373
C -1.383020 2.555263 1.947401 -0.570 0.625 -1.076 -0.4724
P -2.557815 3.088529 3.433854 0.445 -0.668 1.232 0.9001
N -4.017414 2.233110 3.241815 0.065 0.419 -0.647 -0.1806
O -3.011699 4.598390 2.973943 -0.297 -0.053 -0.380 -0.3256
P -1.548928 0.769657 1.702526 -0.494 -1.261 1.163 0.4125
O -1.977781 0.128683 2.961542 0.233 0.300 0.055 -0.2699
O -2.546474 0.495747 0.508452 0.340 0.360 -0.242 -0.1604
O -0.166433 0.142929 1.217311 -0.117 0.451 -0.331 -0.1101
H 1.579482 2.013380 3.644828 0.023 -0.158 -0.057 0.0938
H -0.023169 1.238474 3.822896 0.000 -0.117 -0.086 0.0721
H 0.310353 2.786061 4.554813 -0.167 0.008 0.032 0.0943
H 1.836229 3.827673 1.713868 -0.191 0.272 -0.102 0.1559
H -1.511888 4.453690 0.939768 -0.091 0.051 0.008 0.0698
H -4.025855 1.545357 2.497835 -0.097 -0.217 0.212 -0.0022
H -4.766837 2.893771 3.055879 -0.013 -0.016 -0.009 0.0286
H -2.721263 5.223935 3.642650 0.151 0.134 0.033 0.0556
H -2.588725 -0.465927 0.355912 -0.105 -0.134 -0.094 0.0913
H 0.158264 -0.413587 1.932602 0.212 -0.126 0.105 0.0941
C 1.153508 -5.875455 0.336327 -0.068 0.089 0.120 -0.0601
C 0.240817 -5.444704 -0.792059 0.284 -0.109 -0.024 -0.2226
O -0.930411 -4.775779 -0.308103 -0.279 0.059 -0.101 0.0114
C -0.964603 -3.459927 -0.062017 0.174 0.006 0.200 -0.5131
C 0.317317 -2.667521 0.001384 0.003 0.042 -0.495 0.0139
O -2.025559 -2.935905 0.168648 -0.146 0.132 -0.034 0.0984
H 1.538954 -5.019453 0.890713 0.054 0.011 -0.051 0.0672
H 1.999420 -6.439512 -0.056146 -0.008 0.002 -0.022 0.0839
H 0.609047 -6.504202 1.040563 -0.002 -0.045 -0.030 0.0835
H 0.758233 -4.830725 -1.529877 -0.003 0.040 0.026 0.1116
H -0.135735 -6.318366 -1.320205 -0.096 0.029 0.017 0.1249
H 0.689656 -2.678309 1.025652 0.023 -0.065 0.006 0.0980
H 0.062961 -1.650013 -0.273929 0.044 0.018 0.141 0.0504
H 1.101831 -3.005242 -0.672091 0.035 -0.142 0.106 0.0804
C 1.134787 0.058195 -2.491570 -0.173 -0.171 -0.012 -0.0550
C 2.207766 -0.284633 -3.498946 -0.111 0.189 0.112 -0.2185
O 2.401071 -1.701387 -3.610664 0.248 -0.054 -0.044 -0.0044
C 1.676719 -2.479387 -4.436238 -0.254 0.049 0.039 -0.5361
C 0.422718 -1.920131 -5.069726 0.190 0.132 -0.310 0.0135
O 2.009527 -3.621852 -4.593904 0.037 -0.089 0.067 0.0983
H 0.162020 -0.333542 -2.795320 -0.007 0.023 -0.048 0.0775
H 1.047909 1.135385 -2.367921 0.042 -0.081 -0.024 0.0548
H 1.376659 -0.383610 -1.523462 0.075 0.118 -0.016 0.0671
H 2.013608 0.158142 -4.476460 -0.030 -0.057 -0.014 0.1145
H 3.168490 0.103883 -3.165197 0.042 -0.091 0.001 0.1239
H -0.419684 -2.107795 -4.405171 -0.012 0.024 0.026 0.0926
H 0.255210 -2.447225 -6.005023 -0.034 -0.132 0.077 0.0902
H 0.473284 -0.857351 -5.292890 -0.060 0.015 0.140 0.0716
```
Positions in Å, forces in eV/Å.



- Which value of E does entry 2 give?
  -1937.20543 a.u.